[1]
{"formula": "C44H55GeInN9O2Te", "method": "wB97M-V/def2-TZVPD", "total_charge": 1, "de_lowest_kcal_mol": 0.0, "elements": ["In", "O", "C", "O", "C", "C", "C", "C", "C", "N", "H", "H", "H", "H", "C", "N", "C", "C", "N", "C", "C", "C", "C", "C", "C", "C", "C", "C", "N", "C", "N", "C", "C", "N", "C", "C", "C", "N", "C", "C", "H", "H", "H", "H", "H", "H", "H", "H", "H", "H", "H", "H", "H", "H", "H", "H", "H", "H", "H", "H", "H", "H", "H", "H", "H", "H", "H", "H", "H", "H", "Te", "Ge", "C", "C", "C", "C", "C", "C", "C", "C", "C", "C", "C", "C", "H", "H", "H", "H", "H", "H", "H", "H", "H", "H", "H", "N", "C", "N", "C", "C", "C", "C", "C", "H", "H", "H", "H", "H", "H", "H", "H", "H", "H"], "coordinates": [[0.023, 0.067, -1.560], [2.194, 2.855, -0.016], [1.880, 2.373, -1.140], [1.842, 1.106, -1.539], [1.438, 3.388, -2.171], [1.222, 4.764, -1.824], [1.019, 5.671, -2.817], [1.191, 5.297, -4.155], [1.522, 4.011, -4.437], [1.655, 3.077, -3.477], [1.244, 4.975, -0.745], [0.618, 6.668, -2.574], [1.065, 6.004, -4.978], [1.750, 3.606, -5.457], [1.309, -5.185, -0.670], [0.833, -4.218, -1.669], [0.227, -4.657, -2.904], [0.846, -2.913, -1.242], [1.011, -1.849, -2.075], [1.764, -1.956, -3.233], [2.984, -2.630, -3.125], [3.721, -3.070, -4.249], [3.329, -2.628, -5.492], [2.203, -1.772, -5.686], [1.820, -1.262, -6.898], [0.712, -0.487, -7.068], [-0.133, -0.190, -6.007], [0.177, -0.591, -4.659], [-0.692, -0.283, -3.583], [-2.057, -0.066, -3.791], [-2.910, -1.026, -4.204], [-4.157, -0.663, -4.868], [-2.509, -2.446, -4.188], [-2.601, 1.049, -3.199], [-2.031, 2.363, -3.548], [-3.885, 1.098, -2.501], [1.372, -1.466, -4.523], [0.579, -2.621, 0.105], [-0.482, -3.293, 0.834], [1.416, -1.723, 0.879], [2.302, -5.613, -0.937], [0.570, -6.000, -0.613], [1.458, -4.732, 0.324], [-0.882, -4.695, -2.689], [0.557, -5.663, -3.056], [0.495, -4.008, -3.785], [3.313, -2.816, -2.112], [4.615, -3.710, -4.085], [3.879, -2.998, -6.347], [2.306, -1.623, -7.762], [0.406, -0.195, -8.062], [-0.972, 0.519, -6.207], [-5.004, -1.292, -4.449], [-4.054, -0.800, -5.955], [-4.340, 0.445, -4.705], [-1.615, -2.527, -3.513], [-2.270, -2.774, -5.238], [-3.355, -3.120, -3.873], [-0.957, 2.158, -3.668], [-2.190, 3.060, -2.728], [-2.347, 2.766, -4.512], [-4.251, 0.059, -2.305], [-4.587, 1.696, -3.154], [-3.746, 1.602, -1.508], [-0.931, -4.094, 0.201], [-1.281, -2.579, 1.056], [-0.128, -3.707, 1.770], [2.038, -1.151, 0.237], [2.052, -2.255, 1.664], [0.769, -1.041, 1.396], [-2.079, 0.206, 0.667], [-1.560, 1.639, 2.810], [-3.223, 1.325, 3.952], [-3.279, 1.848, 5.232], [-4.256, 1.374, 6.072], [-5.290, 0.552, 5.662], [-5.313, 0.142, 4.326], [-4.274, 0.499, 3.512], [-1.522, 3.442, 2.200], [-2.481, 3.798, 1.250], [-2.572, 5.149, 0.859], [-1.718, 6.089, 1.405], [-0.766, 5.686, 2.331], [-0.682, 4.369, 2.736], [-0.333, 0.943, 3.444], [-2.504, 2.461, 5.648], [-4.206, 1.818, 7.056], [-6.114, 0.265, 6.279], [-6.133, -0.488, 3.947], [-4.249, 0.192, 2.467], [-3.129, 3.058, 0.819], [-3.328, 5.484, 0.118], [-1.864, 7.180, 1.243], [-0.163, 6.407, 2.911], [0.172, 4.067, 3.384], [3.198, -2.900, 3.794], [3.403, -2.428, 4.853], [3.645, -1.814, 6.035], [3.977, -2.720, 7.166], [3.634, -2.128, 8.517], [3.922, -0.593, 8.610], [3.449, 0.205, 7.383], [3.971, -0.395, 6.095], [5.033, -2.989, 7.140], [3.406, -3.605, 6.869], [4.244, -2.731, 9.201], [2.581, -2.323, 8.762], [4.963, -0.347, 8.785], [3.428, -0.220, 9.542], [3.742, 1.287, 7.454], [2.312, 0.237, 7.385], [5.044, -0.421, 5.944], [3.558, 0.092, 5.201]], "lowdin_charge": [0.722, 0.043, -0.530, -0.156, -0.184, -0.005, -0.070, -0.073, -0.155, 0.108, 0.120, 0.118, 0.110, 0.123, -0.029, -0.142, -0.016, -0.302, 0.039, -0.256, -0.012, -0.052, -0.026, -0.155, -0.057, -0.082, -0.019, -0.163, -0.008, -0.349, -0.128, -0.031, -0.014, -0.170, -0.017, -0.092, -0.014, -0.185, -0.069, -0.066, 0.105, 0.099, 0.092, 0.108, 0.085, 0.107, 0.119, 0.123, 0.113, 0.109, 0.111, 0.120, 0.121, 0.100, 0.092, 0.079, 0.113, 0.109, 0.067, 0.098, 0.099, 0.105, 0.108, 0.042, 0.105, 0.002, 0.096, 0.067, 0.087, 0.034, 0.579, 0.701, -0.322, -0.127, -0.096, -0.068, -0.088, -0.160, -0.421, -0.135, -0.081, -0.094, -0.091, -0.135, -0.042, 0.099, 0.106, 0.099, 0.115, 0.019, 0.043, 0.113, 0.119, 0.117, 0.119, 0.127, -0.278, -0.126, -0.154, -0.165, -0.189, -0.187, -0.167, 0.121, 0.123, 0.113, 0.115, 0.102, 0.118, 0.124, 0.132, 0.125, 0.128]}

=====

[2]
{"formula": "C44H55GeN12O3PSY", "method": "wB97M-V/def2-TZVPD", "total_charge": 1, "de_lowest_kcal_mol": 49.3, "elements": ["Y", "C", "C", "O", "C", "C", "C", "C", "C", "C", "O", "H", "H", "H", "H", "H", "H", "H", "O", "N", "C", "C", "C", "C", "C", "C", "C", "P", "C", "C", "C", "C", "C", "C", "C", "C", "C", "C", "C", "C", "H", "H", "H", "H", "H", "H", "H", "H", "H", "H", "H", "H", "H", "H", "H", "H", "C", "C", "C", "C", "N", "C", "N", "N", "N", "H", "H", "H", "H", "H", "H", "H", "H", "H", "H", "C", "Ge", "C", "C", "C", "H", "H", "H", "H", "H", "H", "H", "H", "H", "H", "H", "N", "N", "N", "C", "N", "N", "H", "H", "H", "N", "C", "S", "N", "C", "C", "C", "C", "C", "C", "H", "H", "H", "H", "H", "H", "H", "H"], "coordinates": [[0.166, 0.422, -0.182], [-0.728, -1.917, 3.784], [-1.149, -1.264, 2.486], [-0.287, -1.146, 1.596], [-2.516, -0.832, 2.333], [-3.511, -1.238, 3.244], [-4.830, -0.911, 3.069], [-5.209, -0.128, 1.974], [-4.267, 0.318, 1.089], [-2.896, -0.020, 1.215], [-2.063, 0.431, 0.335], [0.351, -2.054, 3.776], [-1.206, -2.889, 3.879], [-1.008, -1.299, 4.633], [-3.227, -1.846, 4.088], [-5.577, -1.258, 3.766], [-6.249, 0.127, 1.828], [-4.551, 0.928, 0.243], [-2.015, 1.489, -2.076], [-2.216, 0.203, -2.541], [-2.039, -0.085, -3.762], [-2.294, -1.484, -4.069], [-2.827, -1.899, -5.287], [-3.206, -3.217, -5.461], [-3.086, -4.117, -4.414], [-2.524, -3.719, -3.215], [-2.094, -2.412, -3.038], [-1.148, -1.963, -1.512], [0.226, -3.129, -1.897], [1.322, -2.502, -2.484], [2.409, -3.229, -2.929], [2.405, -4.608, -2.799], [1.319, -5.245, -2.219], [0.232, -4.513, -1.765], [-2.197, -2.856, -0.320], [-3.576, -2.674, -0.391], [-4.413, -3.308, 0.507], [-3.882, -4.125, 1.492], [-2.511, -4.284, 1.589], [-1.671, -3.641, 0.699], [-2.300, 1.372, -1.126], [-1.744, 0.622, -4.536], [-2.967, -1.182, -6.083], [-3.600, -3.542, -6.411], [-3.408, -5.138, -4.538], [-2.431, -4.428, -2.408], [1.321, -1.421, -2.570], [3.251, -2.720, -3.375], [3.250, -5.185, -3.142], [1.308, -6.322, -2.132], [-0.604, -5.029, -1.316], [-3.988, -2.037, -1.161], [-5.482, -3.173, 0.438], [-4.535, -4.633, 2.185], [-2.094, -4.919, 2.359], [-0.603, -3.737, 0.806], [-4.105, 6.236, 1.074], [-2.943, 7.037, 0.493], [-1.887, 7.339, 1.552], [-2.317, 6.318, -0.716], [-1.669, 5.086, -0.364], [-2.169, 3.854, -0.142], [-1.163, 3.050, 0.132], [-0.067, 3.800, 0.077], [-0.351, 4.999, -0.220], [-4.601, 6.813, 1.849], [-3.757, 5.307, 1.520], [-4.839, 6.008, 0.304], [-3.335, 7.983, 0.107], [-1.466, 6.424, 1.963], [-2.330, 7.902, 2.368], [-1.075, 7.928, 1.132], [-1.540, 6.952, -1.150], [-3.084, 6.105, -1.465], [-3.204, 3.586, -0.193], [4.368, 0.962, -0.176], [3.192, 2.251, 0.781], [4.182, 2.853, 2.409], [3.084, 3.852, -0.414], [1.509, 1.414, 1.358], [5.206, 1.492, -0.621], [3.823, 0.431, -0.954], [4.759, 0.216, 0.509], [5.198, 3.139, 2.158], [4.230, 2.072, 3.164], [3.680, 3.714, 2.841], [3.937, 4.489, -0.194], [2.176, 4.419, -0.252], [3.140, 3.586, -1.467], [0.936, 2.160, 1.913], [1.811, 0.650, 2.082], [3.341, 1.303, -4.785], [2.407, 1.654, -3.885], [1.837, 2.829, -3.883], [0.943, 2.706, -2.917], [0.978, 1.491, -2.369], [1.923, 0.833, -3.001], [3.807, 2.107, -5.190], [3.950, 0.566, -4.448], [0.294, 3.498, -2.616], [1.735, -4.124, 1.219], [2.567, -3.068, 1.405], [2.643, -1.849, 0.278], [3.259, -3.064, 2.565], [4.355, -2.245, 2.897], [4.466, -1.757, 4.193], [5.561, -0.992, 4.554], [6.543, -0.706, 3.620], [6.448, -1.218, 2.337], [5.362, -1.995, 1.974], [1.359, -4.231, 0.288], [1.865, -4.964, 1.763], [2.939, -3.673, 3.308], [3.695, -1.987, 4.913], [5.649, -0.630, 5.567], [7.393, -0.101, 3.897], [7.232, -1.023, 1.619], [5.295, -2.425, 0.987]], "lowdin_charge": [1.373, 0.016, -0.354, -0.119, -0.098, -0.033, -0.089, -0.071, -0.018, -0.326, -0.268, 0.079, 0.082, 0.097, 0.112, 0.104, 0.110, 0.111, -0.116, -0.075, -0.104, -0.210, -0.026, -0.065, -0.053, -0.075, -0.270, 1.103, -0.382, -0.194, -0.091, -0.071, -0.076, -0.122, -0.360, -0.088, -0.065, -0.073, -0.077, -0.114, 0.028, 0.138, 0.115, 0.108, 0.110, 0.104, 0.040, 0.105, 0.107, 0.109, 0.101, 0.118, 0.113, 0.109, 0.108, 0.074, -0.073, -0.404, -0.069, -0.111, -0.089, -0.099, 0.021, -0.025, 0.086, 0.085, 0.070, 0.080, 0.140, 0.076, 0.083, 0.082, 0.133, 0.135, 0.140, -0.252, 0.746, -0.219, -0.222, -0.494, 0.016, -0.045, -0.029, 0.009, 0.002, 0.011, 0.015, -0.034, -0.016, -0.031, -0.034, 0.154, -0.266, 0.155, -0.193, -0.047, 0.082, 0.120, 0.116, 0.104, 0.116, -0.797, 0.764, 0.061, -0.267, -0.025, -0.078, -0.082, -0.077, -0.064, 0.051, 0.117, 0.152, 0.111, 0.107, 0.105, 0.111, 0.097]}

=====

no.,HOMO level (eV)
1,-9.72
2,-9.71